DFT (the ωB97M-V functional and the def2-TZVPD basis) results for a structure of composition C11H14F6NO5P2RuS3.

Summary:
LUMO (spin up / spin down) = -5.1 / -6.9 eV
Highest occupied orbital energy (spin up / spin down) = -13.3 / -13.3 eV
Total energy = -93331.2330 eV
Net charge = +1
Molar mass = 613.44 g mol⁻¹
Gap between HOMO and LUMO (spin up / spin down) = 8.2420 / 6.3875 eV
Multiplicity = 5

Each line ends with the Löwdin spin population.
Atoms and positions in Å:
Ru  -0.568  0.245  0.125  2.8380
C  3.055  4.605  -2.651  0.0002
C  2.826  4.187  -1.225  0.0014
O  2.490  2.746  -1.236  0.0089
P  1.825  2.015  -0.048  0.0440
S  1.636  0.054  -0.534  0.2004
S  -0.123  2.488  0.315  0.1374
O  2.720  2.306  1.188  0.0118
C  2.371  2.129  2.608  0.0024
C  2.305  0.676  3.002  0.0054
H  3.337  5.656  -2.675  0.0001
H  2.152  4.475  -3.244  0.0000
H  3.860  4.023  -3.095  0.0000
H  1.995  4.723  -0.763  0.0004
H  3.714  4.288  -0.603  0.0001
H  1.430  2.653  2.776  0.0016
H  3.170  2.655  3.123  0.0002
H  1.448  0.159  2.562  0.0036
H  2.197  0.619  4.085  0.0001
H  3.216  0.149  2.723  0.0007
O  -2.281  0.717  -1.598  0.1560
C  -3.042  0.585  -0.648  0.0384
N  -2.448  0.562  0.612  0.3015
S  -3.596  0.431  1.877  0.0074
O  -3.307  -0.740  2.625  0.0254
O  -3.669  1.710  2.496  0.0228
C  -4.913  0.185  0.730  0.0119
C  -6.216  -0.130  1.046  -0.0004
C  -7.098  -0.297  -0.018  0.0094
C  -6.679  -0.157  -1.339  0.0033
C  -5.363  0.155  -1.641  0.0033
C  -4.481  0.328  -0.583  0.0110
H  -6.539  -0.250  2.070  -0.0002
H  -8.129  -0.549  0.185  0.0004
H  -7.391  -0.303  -2.139  0.0001
H  -5.022  0.248  -2.662  0.0002
F  -0.565  -1.610  1.128  0.0845
P  -0.950  -2.902  -0.105  0.0017
F  -1.026  -3.934  1.054  0.0027
F  -2.463  -2.444  0.099  0.0005
F  0.622  -3.037  -0.238  0.0021
F  -1.272  -3.854  -1.287  0.0019
F  -0.817  -1.563  -1.182  0.0594

=====

DFT (the ωB97M-V functional and the def2-TZVPD basis) results for a cluster of 6 separate species, C21H37Br4NO3 in total at a distorted geometry.

Summary:
LUMO (spin up / spin down) = -2.6 / -9.1 eV
Highest occupied orbital energy (spin up / spin down) = -11.3 / -11.3 eV
Total energy = -310166.6664 eV
Net charge = +1
Molar mass = 671.15 g mol⁻¹
Gap between HOMO and LUMO (spin up / spin down) = 8.7102 / 2.2107 eV
Multiplicity = 2

Each line ends with the Löwdin spin population.
Atoms and positions in Å:
Br  4.269  0.141  0.916  0.0092
C  2.562  0.694  0.084  0.0017
C  1.777  -0.624  -0.050  0.0070
Br  0.957  -1.018  1.732  0.1180
H  2.777  1.227  -0.842  -0.0001
H  1.972  1.347  0.727  -0.0001
H  2.429  -1.409  -0.432  0.0001
H  0.919  -0.370  -0.674  0.0027
Br  -3.412  -5.969  -2.240  0.0000
C  -1.984  -4.571  -2.105  0.0002
C  -2.360  -3.537  -0.991  0.0009
Br  -1.461  -1.817  -1.213  0.0022
H  -1.805  -4.144  -3.092  0.0000
H  -1.037  -5.062  -1.882  0.0000
H  -2.113  -3.845  0.025  0.0001
H  -3.437  -3.381  -0.941  0.0001
N  -3.400  2.036  -0.943  0.0001
C  -2.343  2.669  -1.592  -0.0001
C  -1.191  2.923  -0.851  0.0000
C  -1.085  2.415  0.468  0.0000
C  -2.110  1.690  0.969  -0.0001
C  -3.300  1.517  0.279  0.0000
H  -2.655  3.107  -2.529  0.0000
H  -0.498  3.563  -1.376  0.0000
H  -0.245  2.704  1.082  0.0000
H  -1.914  1.342  1.973  -0.0001
H  -4.176  0.993  0.631  0.0000
C  -4.237  -2.529  2.837  0.0043
C  -3.117  -1.734  3.504  0.0206
C  -1.842  -2.313  2.986  0.1044
O  -2.172  -3.660  2.783  0.5399
C  -3.605  -3.916  2.944  0.0511
H  -4.374  -2.254  1.791  0.0001
H  -5.212  -2.568  3.323  -0.0004
H  -3.114  -1.901  4.581  0.0067
H  -3.334  -0.667  3.453  -0.0007
H  -1.075  -2.179  3.749  0.0224
H  -1.679  -1.837  2.018  0.0630
H  -3.831  -4.409  3.889  0.0316
H  -3.951  -4.485  2.081  0.0148
C  3.014  4.159  2.007  0.0000
C  3.036  5.436  2.771  0.0000
C  4.512  5.698  3.242  0.0000
O  5.247  4.567  2.835  0.0000
C  4.474  3.948  1.758  0.0000
H  2.422  4.107  1.093  0.0000
H  2.562  3.403  2.650  0.0000
H  2.277  5.427  3.553  0.0000
H  2.626  6.190  2.100  0.0000
H  4.600  5.568  4.321  0.0000
H  4.824  6.675  2.875  0.0000
H  4.642  2.882  1.606  0.0000
H  4.674  4.350  0.765  0.0000
C  0.319  -1.972  -4.062  0.0001
C  0.931  -2.114  -5.428  0.0000
C  2.271  -1.396  -5.387  0.0000
O  2.056  -0.387  -4.340  0.0000
C  1.167  -0.933  -3.347  0.0002
H  0.409  -2.894  -3.487  0.0000
H  -0.729  -1.671  -4.048  0.0001
H  0.209  -1.611  -6.072  0.0000
H  0.988  -3.173  -5.680  0.0000
H  2.631  -0.807  -6.230  0.0000
H  3.014  -2.068  -4.957  0.0000
H  0.496  -0.125  -3.054  0.0001
H  1.732  -1.428  -2.557  0.0000

=====

DFT (the ωB97M-V functional and the def2-TZVPD basis) results for the molecule C3H4OS at a distorted geometry.

Summary:
LUMO = 0.5 eV
Highest occupied orbital energy = -9.3 eV
Total energy = -16055.1206 eV
Net charge = 0
Molar mass = 88.13 g mol⁻¹
Gap between HOMO and LUMO = 9.7965 eV

Each line ends with the Mulliken charge.
Atoms and positions in Å:
C  -0.115  0.262  0.079  0.2095
C  -0.390  1.393  -0.492  -0.5066
C  0.721  -0.891  -0.351  -0.7446
O  -1.102  -1.339  1.844  -0.5381
S  0.134  -0.634  1.542  0.3659
H  -0.873  2.112  0.088  0.2807
H  -0.185  1.469  -1.517  0.2830
H  0.114  -1.665  -0.713  0.2977
H  1.696  -0.706  -0.481  0.3525